[1]
{"formula": "C2H9N4", "method": "ωB97M-V/def2-TZVPD", "homo_energy_ev": [-9.689, -15.421], "multiplicity": 3, "s_squared": 2.007, "e_tot_ev": -8168.2970, "molar_mass_g_mol": 89.12, "e_above_lowest_kcal_mol": 31.5, "charge": 1, "species": ["H", "N", "N", "H", "N", "H", "C", "H", "H", "H", "C", "H", "H", "H", "N"], "coordinates": [[-4.919530, 0.761130, -0.182793], [-3.891780, 0.630608, 0.004113], [1.964871, 1.233038, 0.632828], [3.026253, 1.055687, 0.555422], [-0.129754, -0.383971, 0.482474], [1.229789, -2.383220, -1.592380], [-2.792985, 0.614476, 0.351690], [0.742538, 0.105801, 0.754802], [-1.028662, 0.129690, 0.783390], [2.014547, 1.980835, 1.350052], [-0.082534, -1.244932, -0.476606], [1.865365, 1.881999, -0.144829], [-1.008827, -1.734261, -0.772145], [1.934806, -1.111086, -0.659911], [1.075900, -1.535800, -1.086103]], "atomic_forces_ev_per_a": [[2.0, -0.3, 0.3], [-2.3, 0.5, -0.3], [3.4, 1.7, 0.3], [-1.9, -0.2, 0.2], [-0.3, 5.2, 5.5], [-0.1, -0.4, -0.4], [0.0, 0.0, 0.0], [0.2, 0.1, 0.2], [0.8, -1.1, -0.8], [-0.4, -0.8, 0.3], [-4.0, -4.8, -4.5], [-0.4, -0.3, -0.7], [0.6, 0.0, -0.1], [-1.0, -0.6, -0.8], [3.4, 1.2, 0.9]]}



[2]
{"formula": "C11H30ClFeI2N2P2S", "method": "ωB97M-V/def2-TZVPD", "homo_energy_ev": [-13.281, -13.293], "multiplicity": 6, "s_squared": 8.789, "e_tot_ev": -107379.2525, "molar_mass_g_mol": 629.50, "e_above_lowest_kcal_mol": 96.5, "charge": 2, "species": ["H", "Cl", "H", "H", "I", "C", "H", "C", "C", "H", "C", "H", "H", "N", "H", "C", "H", "H", "H", "H", "H", "C", "S", "H", "H", "H", "C", "H", "P", "Fe", "H", "H", "H", "H", "C", "H", "P", "H", "C", "H", "H", "I", "H", "H", "H", "C", "N", "H", "H", "C"], "coordinates": [[-1.749715, 1.345951, -4.114869], [0.538977, -0.292065, -5.342892], [-1.163856, -1.607861, 2.048230], [4.477885, 1.154272, -3.252064], [0.088380, 1.274077, -0.707087], [-2.310575, 1.316720, -3.179594], [-2.136712, -3.070632, 3.971353], [3.388378, 1.286236, -3.318487], [-0.627448, 2.685949, 4.585747], [-3.377420, 1.177461, -3.375161], [3.854526, -0.026058, -0.904405], [0.158876, -1.996865, 4.202177], [-2.933545, -1.494743, 4.413540], [-0.854137, -0.901245, 2.729826], [3.884327, -0.935601, -0.288728], [-3.044417, -0.122095, -0.797708], [-2.888232, -0.991163, -0.162107], [-4.015379, -0.222593, -1.273748], [3.045189, 2.104330, -2.653340], [0.093441, 2.105658, 5.210193], [-2.172311, 2.259320, -2.657976], [-2.362737, -1.560557, -3.102808], [1.663147, -0.616361, 1.400366], [-1.859355, 1.162416, 3.668379], [-2.966166, 0.767951, -0.182807], [3.031123, -1.841035, -4.158065], [-1.054424, 1.832107, 3.383863], [4.543821, -1.388269, -3.135775], [-1.867250, -0.088727, -2.159427], [2.754201, -0.227906, -4.915741], [3.696331, 0.801536, -0.206760], [4.831998, 0.100039, -1.387023], [-0.615410, -0.460747, 4.621111], [3.019747, 1.536604, -4.333687], [-0.765677, -1.410190, 4.096986], [-1.457581, 2.502772, 2.598620], [2.607468, -0.085177, -2.342989], [-1.545248, 2.901504, 5.170568], [-2.036930, -2.130426, 4.508900], [0.785454, 1.850597, 2.482719], [-1.811532, -1.686891, -4.039293], [-0.090434, -1.542945, -0.697380], [3.142501, -2.304478, -2.452679], [-2.271758, -2.495077, -2.542898], [-1.974699, -2.389403, 5.571413], [0.268128, -0.137871, 2.384936], [0.165921, 1.149743, 2.842695], [-3.429725, -1.386504, -3.306917], [-0.105606, 3.625012, 4.281933], [3.448461, -1.526768, -3.181138]], "atomic_forces_ev_per_a": [[-0.1, -0.1, 0.0], [1.4, 0.0, 0.0], [0.9, 0.3, 0.4], [-0.2, 0.6, -0.4], [-0.3, 2.4, -0.2], [0.0, 0.2, -0.3], [-0.2, 0.0, -0.2], [0.5, 0.2, 1.1], [0.2, -0.1, 0.3], [0.0, 0.0, -0.2], [0.1, 0.1, -0.7], [-0.4, -0.2, 0.2], [0.4, -0.3, -0.3], [0.4, -0.5, -1.6], [-0.3, 0.1, -0.5], [-0.1, 0.0, 0.0], [0.0, 0.0, -0.1], [-0.4, 0.2, 0.1], [0.4, 0.2, -0.9], [-0.7, 0.4, -0.3], [0.1, -0.1, 0.2], [-0.6, 0.2, -0.6], [-1.2, 0.1, 2.1], [0.4, -0.4, -0.2], [-0.2, 0.1, 0.0], [0.3, -1.2, 0.2], [0.5, 0.6, 0.1], [-0.4, -0.5, -0.5], [0.1, -1.7, 0.8], [-2.1, 0.2, -0.3], [-0.3, 0.0, -0.4], [0.0, 0.0, 0.3], [-0.1, -0.5, 0.9], [0.1, 0.8, 0.1], [0.0, 0.8, 0.5], [0.3, -0.5, 0.1], [0.2, -0.5, 1.0], [0.8, 0.2, -0.2], [0.2, 0.2, 0.6], [0.9, -0.3, 0.0], [-0.1, 0.2, 0.1], [-0.1, -1.2, -0.6], [0.3, -0.1, -0.9], [0.1, 0.4, 0.2], [0.1, 0.0, -0.2], [-0.3, 2.1, -0.4], [-1.0, -1.8, -0.8], [0.2, -0.2, -0.3], [-0.6, -0.6, 0.2], [0.5, 0.0, 1.3]]}



[3]
{"formula": "C5H8N", "method": "ωB97M-V/def2-TZVPD", "homo_energy_ev": -17.562, "multiplicity": 1, "e_tot_ev": -6794.2195, "molar_mass_g_mol": 82.13, "e_above_lowest_kcal_mol": 89.2, "charge": 1, "species": ["H", "H", "C", "C", "H", "H", "H", "N", "H", "H", "C", "H", "C", "C"], "coordinates": [[-1.674202, -1.364822, -0.552547], [-0.851775, -2.504832, 0.296184], [-1.016981, 1.244014, -0.803724], [1.179907, 1.425440, 0.344916], [1.778831, 0.941138, 1.066280], [-0.110289, -2.081387, -1.281474], [0.851179, 2.415130, 0.731217], [-1.862807, 1.901221, -1.199818], [-0.541088, -0.737986, 1.190018], [1.734996, 1.824136, -0.461546], [0.126418, -0.735453, 0.370971], [1.067748, -1.118176, 0.786034], [-0.739390, -1.796662, -0.403202], [0.057453, 0.588239, -0.083310]], "atomic_forces_ev_per_a": [[-1.6, 0.6, -1.1], [-0.4, -3.3, 1.9], [1.6, -1.5, 1.3], [-1.6, 1.4, 0.5], [0.8, -0.5, 0.5], [-1.2, -0.1, 0.5], [-0.4, -0.5, 0.1], [-0.9, 0.6, -0.6], [-1.1, 0.7, 1.9], [0.9, 0.0, -1.5], [-0.7, -1.9, -1.4], [-0.1, 0.6, -0.4], [3.4, 2.2, -1.9], [1.1, 1.8, 0.2]]}



[4]
{"formula": "C10H11BrS", "method": "ωB97M-V/def2-TZVPD", "homo_energy_ev": -7.668, "multiplicity": 1, "e_tot_ev": -91422.1824, "molar_mass_g_mol": 243.17, "smiles": "S=C=C1C=CC=CC1.C=C(C)Br", "e_above_lowest_kcal_mol": 59.7, "species": ["H", "H", "C", "Br", "C", "C", "H", "C", "H", "H", "C", "C", "H", "S", "H", "H", "C", "C", "H", "C", "H", "C", "H"], "coordinates": [[-0.597861, -1.437442, 2.393805], [0.949759, 1.245495, -3.087248], [0.565741, 1.637167, 0.753710], [1.209767, -2.738700, -0.781804], [0.978202, 1.397551, -2.004104], [1.784568, 0.925464, 0.206320], [-1.883739, -1.277509, 0.023147], [0.288100, -1.782991, 1.657750], [-1.882453, -2.725103, -0.822376], [0.819854, 2.713608, 0.817903], [-1.830402, 1.447036, 0.324495], [1.909260, 0.870618, -1.103399], [-1.180807, 1.970396, -2.216859], [-3.284982, 1.261874, 0.891261], [0.516858, 1.339899, 1.847239], [2.382244, 0.527746, 1.013985], [-1.589734, -2.236918, 0.078934], [-0.122487, -2.145539, 0.443436], [1.319862, -1.812253, 1.910128], [-0.600841, 1.525076, -0.114910], [-2.241973, -2.642524, 0.843178], [-0.290375, 1.613436, -1.573642], [2.781437, 0.323613, -1.500950]], "atomic_forces_ev_per_a": [[2.5, -0.8, -1.5], [1.1, 0.4, 0.2], [2.0, 0.5, 2.5], [-0.3, 0.0, -0.2], [-3.9, -0.1, -1.5], [-1.5, 0.7, 1.0], [-1.3, 3.6, -0.6], [-3.1, 0.7, 0.5], [0.4, -0.4, -0.8], [0.0, -0.1, -0.1], [-0.8, -0.3, 0.4], [3.5, -1.8, 0.1], [1.8, -1.0, 0.8], [0.7, 0.2, -0.3], [-0.9, 0.2, -1.3], [0.6, -0.3, -0.7], [1.1, -2.0, 0.5], [-0.2, -0.9, 1.0], [0.5, 0.2, 0.5], [-0.8, -0.1, -1.4], [0.4, -0.4, 0.5], [-1.5, 1.3, 0.2], [-0.4, 0.4, 0.0]]}